1.
Entry from OMol25: a 2-piece molecular cluster, C3H5N3O overall at a distorted geometry (ωB97M-V/def2-TZVPD).

```
12
C3H5N3O, DFT ωB97M-V/def2-TZVPD
C 2.221 -0.449 -0.002
C 0.794 1.689 0.165
C -1.011 -1.634 0.482
N -3.026 -0.765 -0.338
N 1.801 0.628 0.271
N -1.924 -1.190 -0.112
O 2.766 -1.495 0.011
H -0.153 1.267 0.385
H 1.150 2.458 0.872
H 0.867 1.860 -1.064
H 0.048 -1.378 0.507
H -3.534 -0.993 -1.177
```

Results
2S+1 ... 3
Calculated total energy ... -356.5543 Eh
⟨S²⟩ ... 2.007
Max |F| ... 0.13646 hartree/bohr
Gap between HOMO and LUMO (spin up / spin down) ... 0.2400 / 0.3029 Eh
LUMO (spin up / spin down) ... 0.60 / -1.80 eV

2.
Entry from OMol25: one molecule with the formula C3H5N3O at a distorted geometry (ωB97M-V/def2-TZVPD).

```
12
C3H5N3O, DFT ωB97M-V/def2-TZVPD
C -1.386 0.606 0.485
C -0.039 0.882 0.352
C -1.489 -0.742 0.130
N 0.595 -0.251 0.069
N -0.297 -1.288 -0.083
N 2.080 -0.375 -0.080
O 2.697 0.714 -0.028
H -2.244 1.247 0.680
H 0.585 1.720 0.837
H -2.498 -1.148 0.203
H 2.137 -1.139 0.700
H 2.442 -0.885 -0.920
```

Results
2S+1 ... 3
Calculated total energy ... -356.4769 Eh
⟨S²⟩ ... 2.015
Max |F| ... 0.15518 hartree/bohr
Gap between HOMO and LUMO (spin up / spin down) ... 0.2152 / 0.2476 Eh
LUMO (spin up / spin down) ... 0.85 / -2.67 eV

3.
Entry from OMol25: a 2-piece molecular cluster, C3H5N3O8 overall at a distorted geometry (ωB97M-V/def2-TZVPD).

```
19
C3H5N3O8, DFT ωB97M-V/def2-TZVPD
C 0.033 1.219 1.889
C 1.332 0.445 1.365
C 0.597 -0.744 -0.751
N 0.984 0.305 -1.875
N -0.060 -2.104 -1.326
N -2.253 -0.067 -0.384
O 0.824 0.077 -3.011
O -0.740 -1.891 -2.257
O -2.138 -1.103 0.192
O 1.546 1.235 -1.384
O 0.364 -3.116 -0.825
O -3.247 0.563 -0.550
O 0.874 -0.671 0.477
O -1.174 0.524 -0.864
H 0.491 2.109 2.477
H -0.572 1.723 1.189
H -0.637 0.668 2.635
H 1.704 -0.162 2.108
H 2.073 0.989 0.895
```

Results
2S+1 ... 1
Calculated total energy ... -883.0276 Eh
Max |F| ... 0.08684 hartree/bohr
Gap between HOMO and LUMO (spin up / spin down) ... 0.2845 / 0.2845 Eh
LUMO (spin up / spin down) ... -2.36 / -2.36 eV

4.
Entry from OMol25: one molecule with the formula C3H5N3OS at a distorted geometry (ωB97M-V/def2-TZVPD).

```
13
C3H5N3OS, DFT ωB97M-V/def2-TZVPD
N 0.757 1.138 0.054
C -0.494 0.557 -0.161
N -1.760 1.249 -0.094
C -2.981 0.532 0.115
O -4.091 0.907 0.273
S -2.509 -1.215 -0.108
C -0.797 -0.897 -0.064
N 0.147 -1.874 0.056
H 1.192 1.844 -0.523
H 1.413 0.510 0.152
H -1.915 2.272 -0.070
H 0.111 -2.801 -0.444
H 0.509 -2.064 0.950
```

Results
2S+1 ... 1
Calculated total energy ... -754.9814 Eh
Max |F| ... 0.11786 hartree/bohr
Gap between HOMO and LUMO ... 0.2881 Eh
LUMO ... 0.58 eV
SMILES string ... Nc1[nH]c(=O)sc1N

5.
Entry from OMol25: C3H5N3OS as an isolated structure at a distorted geometry (ωB97M-V/def2-TZVPD).

```
13
C3H5N3OS, DFT ωB97M-V/def2-TZVPD
C 0.166 1.061 0.020
C -1.791 0.256 0.124
C -1.064 -0.842 -0.180
H 2.094 0.993 -0.403
H 1.194 2.710 0.245
H -2.823 0.309 0.195
H -0.395 -2.550 -0.610
H 1.627 -1.613 1.343
N 1.218 1.777 -0.438
N -1.023 1.430 0.084
N 0.388 -0.353 -0.116
O -1.500 -2.001 -0.258
S 1.910 -1.177 -0.007
```

Results
2S+1 ... 1
Calculated total energy ... -754.8538 Eh
Max |F| ... 0.18943 hartree/bohr
Gap between HOMO and LUMO ... 0.2648 Eh
LUMO ... -0.17 eV

6.
Entry from OMol25: one molecule with the formula C3H5N3OS at a distorted geometry (ωB97M-V/def2-TZVPD).

```
13
C3H5N3OS, DFT ωB97M-V/def2-TZVPD
H -3.366 0.429 0.159
N -2.811 -0.418 0.077
C -1.559 -0.150 0.023
C -0.656 -1.338 -0.076
N 0.602 -1.504 -0.057
S 1.908 -0.477 0.029
C 1.264 1.212 0.253
O 0.125 1.422 -0.549
N -1.017 1.135 0.204
H -1.254 -2.216 -0.178
H 2.064 1.906 -0.086
H 0.995 1.409 1.301
H -1.683 1.900 -0.042
```

Results
2S+1 ... 1
Calculated total energy ... -754.9053 Eh
Max |F| ... 0.02989 hartree/bohr
Gap between HOMO and LUMO ... 0.3370 Eh
LUMO ... 0.18 eV
SMILES string ... [H]/N=C1/C=NSCON1

7.
Entry from OMol25: C3H5N3S as an isolated structure at a distorted geometry (ωB97M-V/def2-TZVPD).

```
12
C3H5N3S, DFT ωB97M-V/def2-TZVPD
C 1.951 -0.865 -0.013
C -0.687 1.315 -0.135
C -1.291 0.078 -0.161
H 1.453 -1.625 1.067
H 2.806 -0.072 0.402
H 2.291 -1.383 -1.004
H -1.242 2.172 0.134
H -3.616 0.669 0.554
N 0.778 -0.175 -0.338
N 0.699 1.186 -0.171
N -0.297 -0.803 -0.178
S -2.847 -0.496 -0.159
```

Results
2S+1 ... 1
Calculated total energy ... -679.6297 Eh
Max |F| ... 0.09458 hartree/bohr
Gap between HOMO and LUMO ... 0.3371 Eh
LUMO ... 0.47 eV

8.
Entry from OMol25: one molecule with the formula C3H5N3S at a distorted geometry (ωB97M-V/def2-TZVPD).

```
12
C3H5N3S, DFT ωB97M-V/def2-TZVPD
C -2.701 -0.769 0.004
N -1.388 -0.087 0.005
C -1.120 1.225 0.004
N 0.217 1.381 -0.004
C 0.668 0.103 -0.010
S 2.370 -0.263 0.003
N -0.282 -0.836 -0.006
H -3.506 -0.025 -0.003
H -2.776 -1.389 0.930
H -2.846 -1.413 -0.925
H -1.842 2.076 -0.002
H 2.140 -1.603 -0.002
```

Results
2S+1 ... 1
Calculated total energy ... -679.7563 Eh
Max |F| ... 0.04543 hartree/bohr
Gap between HOMO and LUMO ... 0.3474 Eh
LUMO ... 0.79 eV
SMILES string ... Cn1cnc(S)n1

9.
Entry from OMol25: one molecule with the formula C3H5N3S at a distorted geometry (ωB97M-V/def2-TZVPD).

```
12
C3H5N3S, DFT ωB97M-V/def2-TZVPD
C 1.624 -0.598 -2.953
N 1.428 0.110 -1.942
N 0.324 -0.309 -1.271
C 0.450 0.209 -0.031
C -0.540 -0.055 0.963
N -1.218 -1.218 0.764
S -0.896 1.018 2.173
H 0.997 -1.395 -3.205
H 2.548 -0.329 -3.579
H 1.286 0.964 0.174
H -1.247 -1.560 -0.241
H -2.186 -1.374 1.356
```

Results
2S+1 ... 1
Calculated total energy ... -679.6822 Eh
Max |F| ... 0.10607 hartree/bohr
Gap between HOMO and LUMO ... 0.2871 Eh
LUMO ... -0.98 eV
SMILES string ... C=N/N=C/C(N)=S

10.
Entry from OMol25: a 2-piece molecular cluster, C3H5N4O2 overall at a distorted geometry (ωB97M-V/def2-TZVPD).

```
14
C3H5N4O2, DFT ωB97M-V/def2-TZVPD
C 2.528 -1.086 0.080
C 1.557 0.715 -0.558
C -1.906 0.413 0.159
N 1.971 -0.494 -0.971
N 2.532 -0.347 1.204
N 1.843 0.755 0.809
N -0.986 2.602 0.114
O 1.052 1.674 -1.144
O -1.185 1.546 0.759
H 2.915 -2.068 0.037
H -1.956 0.447 -0.939
H -3.060 0.387 0.496
H -1.514 -0.602 0.513
H 1.776 1.626 1.386
```

Results
2S+1 ... 1
Calculated total energy ... -486.7017 Eh
Max |F| ... 0.06180 hartree/bohr
Gap between HOMO and LUMO (spin up / spin down) ... 0.2439 / 0.2503 Eh
LUMO (spin up / spin down) ... 3.58 / 3.73 eV
Charge ... -1

11.
Entry from OMol25: a 3-piece molecular cluster, C3H5N4O3S2 overall at a distorted geometry (ωB97M-V/def2-TZVPD).

```
17
C3H5N4O3S2, DFT ωB97M-V/def2-TZVPD
C 3.492 1.193 -0.588
C -0.604 -0.896 0.788
C -1.926 -2.710 -0.617
N 1.453 0.848 -0.272
N 1.743 1.770 0.490
N 2.534 0.448 -0.992
N -0.963 -0.197 1.714
O 3.014 2.096 0.226
O -1.717 1.332 -0.671
O -1.556 2.528 1.490
S -0.178 -2.085 -0.290
S -1.991 2.508 0.091
H 4.572 1.110 -0.878
H -1.558 -3.602 -1.329
H -2.495 -1.907 -1.160
H -2.435 -3.171 0.318
H -1.386 0.734 1.682
```

Results
2S+1 ... 1
Calculated total energy ... -1358.0295 Eh
Max |F| ... 0.10107 hartree/bohr
Gap between HOMO and LUMO ... 0.3663 Eh
LUMO ... -5.02 eV
Charge ... +1

12.
Entry from OMol25: an isolated ion of composition C3H5N4O4 and charge +1 at a distorted geometry (ωB97M-V/def2-TZVPD).

```
16
C3H5N4O4, DFT ωB97M-V/def2-TZVPD
C -1.871 -0.449 -0.049
C -2.411 0.707 0.027
C -0.356 -0.734 -0.175
N 0.157 1.626 0.148
N -2.630 -1.855 0.055
N -3.652 1.368 0.170
N 0.281 0.536 -0.693
O -2.998 -1.982 1.161
O -2.577 -2.439 -0.950
O -3.741 2.380 0.732
O -4.523 0.685 -0.358
H -0.099 -0.870 0.990
H -0.060 -1.485 -0.951
H 0.541 1.554 1.074
H 1.233 0.223 -0.832
H -0.292 0.813 -1.639
```

Results
2S+1 ... 1
Calculated total energy ... -636.5482 Eh
Max |F| ... 0.09747 hartree/bohr
Gap between HOMO and LUMO (spin up / spin down) ... 0.2641 / 0.3218 Eh
LUMO (spin up / spin down) ... -6.94 / -6.58 eV
Charge ... +1